This record from the OMol25 dataset describes a cluster of 2 separate species, C3H10NO in total at a distorted geometry. The level of theory is wB97M-V/def2-TZVPD.

```
! wB97M-V def2-TZVPD RIJCOSX def2/J DEFGRID3
* xyz 1 1
C -1.8392 0.1804 1.4870
C -1.5038 0.1407 0.0042
C -0.6487 1.0101 -0.5331
N 0.4000 0.4748 -1.3584
H -1.3305 1.0922 1.8978
H -1.5414 -0.7531 2.0180
H -2.9664 0.1098 1.6808
H -1.9835 -0.6433 -0.6202
H -0.7278 2.1013 -0.6056
H 0.9946 -0.1373 -0.7894
H 1.0787 1.0877 -1.8742
H -0.0731 -0.1848 -2.0948
H 2.6925 -1.6056 1.2201
H 3.5753 -1.1864 0.1264
O 2.6790 -1.3988 0.3501
*
```

The LUMO energy is -4.22 eV. The total energy is -6801.6732 eV. For the energy relative to the best compared isomer or geometry (same formula, charge and spin), the calculation gives 2.638 eV. For the HOMO energy, the calculation gives -13.61 eV.



This record from the OMol25 dataset describes a cluster of 2 separate species, C3H10NO in total at a distorted geometry. The level of theory is wB97M-V/def2-TZVPD.

```
! wB97M-V def2-TZVPD RIJCOSX def2/J DEFGRID3
* xyz 1 1
C 2.8441 0.3697 0.2988
C -1.1699 0.0273 -0.8122
C -2.2121 -0.3849 0.0610
O -3.3819 0.5476 0.0437
N 1.8827 -0.6815 0.5405
H 3.8510 -0.0470 0.3710
H 2.6961 0.7533 -0.7080
H -1.0249 1.0990 -0.9423
H -0.9189 -0.5455 -1.7061
H -2.6660 -1.3344 -0.2675
H -2.2768 -0.4689 1.1589
H -3.1695 1.2431 -0.5832
H 2.7636 1.1950 1.0135
H 0.9895 -0.6714 0.0756
H 1.7930 -1.1012 1.4563
*
```

The LUMO energy is -8.64 eV. The total energy is -6798.5200 eV. For the energy relative to the best compared isomer or geometry (same formula, charge and spin), the calculation gives 5.791 eV. For the HOMO energy, the calculation gives -13.21 eV.



This record from the OMol25 dataset describes a cluster of 2 separate species, C3H10NO2 in total at a distorted geometry. The level of theory is wB97M-V/def2-TZVPD.

```
! wB97M-V def2-TZVPD RIJCOSX def2/J DEFGRID3
* xyz -1 1
C 0.8516 0.4351 -0.8156
O 0.5961 1.5362 0.0228
C -0.2958 -0.5802 -0.9924
C -1.6656 0.0910 -0.8380
N -0.1092 -1.6604 0.0094
H 1.2147 0.8088 -1.7886
H 1.7105 -0.1315 -0.4295
H -0.3492 -0.9469 -2.0245
H -2.0168 0.2948 0.1518
H -2.3768 -0.6605 -1.2402
H -1.9022 0.8845 -1.5434
H 0.2626 -1.1213 0.8248
H -1.0637 -1.8275 0.3480
H 0.4551 1.1129 0.9282
H 1.0144 -0.3120 2.9011
O 0.6767 0.2350 2.1926
*
```

The LUMO energy is 4.18 eV. The total energy is -8858.1451 eV. For the energy relative to the best compared isomer or geometry (same formula, charge and spin), the calculation gives 0.649 eV. For the HOMO energy, the calculation gives -3.64 eV.



This record from the OMol25 dataset describes a cluster of 2 separate species, C3H10NO2 in total at a distorted geometry. The level of theory is wB97M-V/def2-TZVPD.

```
! wB97M-V def2-TZVPD RIJCOSX def2/J DEFGRID3
* xyz -1 1
C 0.6336 -1.1998 -1.3196
C -0.3682 -0.4203 -0.4241
C 0.2921 0.8087 0.2974
O -0.4663 1.4912 1.1744
N 0.2388 -2.4972 -1.8923
H 1.5898 -1.2566 -0.7901
H 0.8445 -0.6152 -2.2204
H -1.0786 0.0470 -1.1070
H -0.7200 -1.0787 0.3855
H 0.5263 1.5294 -0.5391
H 1.2820 0.4148 0.6247
H -0.5336 -2.2858 -2.5107
H -0.1638 -3.1274 -1.2048
H -1.1113 3.3640 3.1506
H -0.3769 2.1321 2.7942
O -0.5884 2.6939 3.5812
*
```

The LUMO energy is 4.09 eV. The total energy is -8858.1145 eV. For the energy relative to the best compared isomer or geometry (same formula, charge and spin), the calculation gives 0.679 eV. For the HOMO energy, the calculation gives -2.90 eV.